# 1
Computed, not measured: a cluster of 6 separate species, C21H36BrFN7O2 in total at a distorted geometry, with ωB97M-V/def2-TZVPD.

The geometry in XYZ format:
```
68
Properties=species:S:1:pos:R:3:forces:R:3
C -0.76741 0.09466 3.75065 0.892 -0.132 0.436
C -0.00795 -0.64158 2.64913 -0.385 -0.136 0.691
N 0.92132 0.18403 1.88863 -0.936 -0.555 -0.436
C 0.28332 1.20454 1.02628 1.283 0.662 -0.139
C 0.54797 2.59491 1.72869 0.007 1.392 0.050
O 0.68700 3.60446 0.98615 -0.121 -0.591 -0.495
O 0.64408 2.60979 2.95642 -0.166 -0.533 0.726
C 1.17161 1.21821 -0.25300 0.507 -0.406 0.727
C 2.62537 1.56981 0.03110 0.125 -0.051 -1.140
F 0.68784 2.06757 -1.24196 -0.201 0.004 -0.384
N -1.13984 0.97694 0.75696 0.170 0.455 -0.948
C -1.39223 0.00299 -0.31102 -0.054 -1.304 0.350
C -2.71503 -0.78827 -0.07998 0.434 1.071 -0.283
C -1.88950 2.19353 0.40043 -0.559 0.179 0.535
C -2.76131 2.74648 1.55331 -0.640 0.216 -1.178
C -4.22629 2.96718 1.09289 0.096 -0.283 0.908
Br -2.14401 4.49365 2.19814 -0.025 -0.288 0.361
H -1.19639 1.03155 3.42818 -0.261 -0.021 -0.094
H -0.04792 0.35515 4.52718 0.033 0.249 0.062
H -1.48168 -0.57880 4.22676 -0.320 0.005 -0.215
H 0.59514 -1.39748 3.16013 0.134 -0.139 -0.124
H -0.72851 -1.20564 2.05056 0.032 0.125 -0.289
H 1.46743 -0.46267 1.32954 -0.049 0.010 -0.133
H 1.19937 0.22273 -0.70355 -0.372 -0.160 -0.030
H 2.74154 2.64251 0.13137 -0.074 0.085 0.462
H 3.02557 0.99564 0.85833 -0.077 0.168 0.325
H 3.18698 1.26897 -0.86352 0.117 0.025 -0.017
H -1.35906 0.44703 -1.30630 -0.113 0.185 0.042
H -0.61608 -0.75624 -0.32145 0.298 0.080 0.206
H -3.37261 -0.70190 -0.94305 -0.165 -0.038 -0.057
H -3.18931 -0.31730 0.77697 -0.314 -0.228 0.138
H -2.52425 -1.83625 0.11188 0.033 -0.132 0.158
H -2.61649 1.89314 -0.34995 -0.028 -0.131 -0.139
H -1.29959 2.98723 -0.05687 0.350 -0.056 0.207
H -2.80185 2.01138 2.34576 0.509 0.211 0.390
H -4.49922 2.31709 0.26512 0.030 0.054 -0.183
H -4.43917 4.00971 0.89459 0.009 0.072 -0.412
H -4.86318 2.68462 1.93170 -0.221 0.084 0.012
C -0.63049 2.17056 -4.17858 -0.029 0.031 0.136
C -1.11282 0.81456 -3.94400 -0.035 -0.293 0.015
N -1.48469 -0.25847 -3.75886 0.060 0.313 -0.221
H -1.42583 2.77482 -4.61078 -0.013 -0.006 -0.009
H -0.31416 2.61015 -3.23250 0.016 -0.049 0.024
H 0.21518 2.14682 -4.86277 0.015 -0.009 0.001
C 1.87714 -3.57840 -1.02870 -0.280 0.032 -0.028
C 0.67618 -3.34374 -0.23236 -0.179 0.018 0.029
N -0.27720 -3.14562 0.37968 0.235 -0.263 -0.149
H 2.20754 -4.60929 -0.91429 0.013 -0.002 0.019
H 1.66278 -3.38596 -2.07915 -0.031 -0.020 -0.008
H 2.66620 -2.91490 -0.69904 0.046 -0.005 0.040
C 3.71177 -3.26298 3.91473 -0.050 0.013 -0.048
C 3.29043 -2.72042 2.62831 -0.100 0.193 -0.279
N 2.95834 -2.28039 1.61998 0.203 -0.175 0.380
H 2.87045 -3.26302 4.60483 -0.012 0.016 0.006
H 4.07010 -4.28243 3.78605 0.002 -0.010 0.007
H 4.51118 -2.65139 4.32759 -0.003 0.016 0.012
C -4.52762 -1.67744 -4.61617 -0.079 0.082 0.065
C -5.75644 -1.46090 -3.85646 -0.255 0.035 0.136
N -6.72862 -1.29028 -3.26532 0.285 -0.061 -0.211
H -4.20982 -2.71300 -4.51682 0.029 -0.001 0.026
H -4.70439 -1.45838 -5.66769 -0.013 -0.006 -0.011
H -3.73646 -1.02768 -4.24541 0.042 -0.061 0.033
C 6.37853 -0.25571 -1.03855 -0.054 -0.031 0.030
C 5.51169 -1.42925 -1.01371 -0.289 -0.177 0.014
N 4.80795 -2.33832 -0.99359 0.516 0.259 -0.115
H 7.18773 -0.37970 -0.32198 0.009 0.011 0.010
H 6.79829 -0.12815 -2.03418 0.006 0.007 -0.008
H 5.80138 0.62956 -0.77648 -0.030 -0.004 0.015
```
Positions in Å, forces in eV/Å.

Results
**F_max**: 1.45 eV/Å
**Highest occupied orbital energy**: -3.979 eV
**Charge**: -1
**Kohn-Sham gap**: 6.21 eV

---

# 2
Computed, not measured: a cluster of 8 separate species, C16H32Br16 in total at a distorted geometry, with ωB97M-V/def2-TZVPD.

The geometry in XYZ format:
```
64
Properties=species:S:1:pos:R:3:forces:R:3
Br -1.27664 -0.97863 2.96318 0.464 0.131 -0.119
C -2.88046 -1.13707 4.02217 -0.152 0.249 0.160
C -4.03405 -0.55242 3.24465 0.056 0.149 0.285
Br -5.55215 -0.32900 4.43298 -0.225 -0.148 0.076
H -2.70693 -0.54622 4.91557 0.063 -0.035 0.044
H -2.99333 -2.17958 4.29635 -0.140 -0.089 -0.143
H -4.34790 -1.17115 2.41560 -0.036 -0.041 -0.061
H -3.80666 0.45640 2.92106 0.113 -0.013 -0.210
Br -5.59007 -1.02746 -2.49284 0.079 0.023 -0.055
C -4.99763 0.59274 -1.57066 0.050 -0.532 -0.023
C -3.78582 0.24634 -0.73674 -0.345 0.142 -0.417
Br -3.05933 1.89582 -0.03772 0.073 0.292 0.405
H -5.85071 0.85813 -0.96179 0.022 0.357 0.064
H -4.77204 1.33548 -2.32532 -0.111 0.062 -0.053
H -2.98877 -0.16767 -1.34016 0.010 -0.283 0.034
H -4.06475 -0.40500 0.08238 0.269 -0.036 0.096
Br -2.45338 4.36853 -4.19300 -0.201 0.170 -0.100
C -1.35066 4.31782 -2.60622 0.318 0.004 0.051
C 0.08598 4.22628 -3.02974 0.197 -0.264 0.041
Br 1.16865 4.18892 -1.40787 0.149 0.081 0.038
H -1.67496 3.44397 -2.05888 0.028 -0.044 0.184
H -1.46421 5.21371 -2.00230 -0.468 0.028 -0.122
H 0.39662 5.08365 -3.61362 0.063 0.092 0.017
H 0.32480 3.31210 -3.56292 -0.075 -0.031 -0.063
Br -3.18411 -3.22657 0.89256 -0.369 -0.073 -0.129
C -1.58307 -4.14793 0.33284 -0.071 -0.055 -0.046
C -1.32270 -5.38254 1.13900 -0.040 -0.405 0.054
Br -1.17319 -5.07345 3.04057 0.086 0.017 0.107
H -0.77856 -3.42347 0.37215 0.043 -0.020 -0.008
H -1.78825 -4.46270 -0.68771 0.197 0.186 -0.115
H -0.38689 -5.84471 0.83479 0.084 0.100 -0.048
H -2.11362 -6.11255 0.99140 -0.080 0.033 0.138
Br -1.72614 5.89421 1.33633 0.023 -0.038 -0.215
C -0.44547 4.90330 2.42371 -0.583 -0.733 -0.411
C 0.40586 5.87715 3.13809 0.434 0.787 0.199
Br 1.61166 4.96064 4.34800 -0.002 -0.081 0.119
H 0.11865 4.23411 1.77970 0.016 0.156 -0.161
H -1.06615 4.28631 3.06357 0.084 0.074 0.272
H -0.17680 6.60295 3.69774 -0.003 -0.167 0.234
H 1.04149 6.43862 2.46102 0.020 -0.074 -0.131
Br 3.79015 -2.52871 0.21843 0.160 -0.391 0.235
C 5.48824 -3.38092 0.62210 0.926 0.331 -0.427
C 6.03926 -4.03024 -0.64514 -0.683 -0.164 0.411
Br 7.71264 -4.91784 -0.25261 0.136 0.087 0.016
H 5.41023 -4.05966 1.46332 -0.411 -0.189 -0.125
H 6.14088 -2.56759 0.93575 -0.038 -0.022 -0.043
H 6.18325 -3.30953 -1.44042 0.192 0.092 0.018
H 5.37142 -4.80505 -1.01098 -0.026 0.013 0.021
Br 3.89414 -3.19358 -3.74445 0.050 -0.086 0.040
C 2.91669 -1.59613 -3.22926 -0.307 -0.112 -0.171
C 3.79944 -0.39810 -3.43421 0.050 -0.215 -0.100
Br 2.83388 1.20004 -2.93763 -0.004 0.273 0.057
H 2.56066 -1.72810 -2.21256 0.453 -0.016 -0.054
H 2.02794 -1.57382 -3.85508 0.132 0.094 -0.126
H 4.07217 -0.28674 -4.47709 0.047 0.016 -0.054
H 4.69635 -0.43918 -2.82580 0.001 0.015 0.082
Br 1.63744 1.61766 1.60026 0.025 0.072 0.111
C 0.77262 0.85949 0.03690 -0.095 0.320 -0.002
C 1.07187 -0.60855 -0.00703 -0.002 0.215 0.716
Br 0.09241 -1.40650 -1.45663 -0.373 -0.144 -0.279
H 1.16533 1.41566 -0.80469 0.039 -0.173 -0.064
H -0.28937 1.06275 0.11979 -0.080 -0.053 0.153
H 0.71342 -1.09643 0.89566 -0.013 -0.048 0.004
H 2.14064 -0.79797 -0.07654 -0.220 0.116 -0.406
```
Positions in Å, forces in eV/Å.

Results
**F_max**: 1.07 eV/Å
**Highest occupied orbital energy**: -9.932 eV
**Energy relative to the best compared isomer or geometry (same formula, charge and spin)**: 19.97 kJ/mol
**SMILES**: BrCCBr.BrCCBr.BrCCBr.BrCCBr.BrCCBr.BrCCBr.BrCCBr.BrCCBr
**Kohn-Sham gap**: 10.07 eV

---

# 3
Computed, not measured: a cluster of 3 separate species, C22H43BrN3O5S in total at a distorted geometry, with ωB97M-V/def2-TZVPD.

The geometry in XYZ format:
```
75
Properties=species:S:1:pos:R:3:forces:R:3
O 1.76789 -3.43389 2.43744 -5.375 7.846 0.648
C 0.98204 -2.35320 2.54606 4.801 -5.844 -0.915
Br -0.88229 -2.65342 3.31322 1.897 0.515 -0.535
C 1.45541 -0.82296 2.08413 -1.273 0.572 1.721
C 0.34768 0.20594 2.77914 -2.017 1.186 -1.333
C -0.92393 0.64366 1.83090 0.595 1.823 5.194
C -2.06524 1.64674 2.49834 3.176 -1.342 0.992
C -3.34426 2.04477 1.54437 0.694 -0.177 0.362
C -4.65871 2.34115 2.47825 0.593 -0.089 0.064
C -5.21483 1.05310 3.32684 -1.521 0.682 1.548
S -5.00033 -0.60699 2.48562 -0.107 -0.161 0.611
C -1.80819 2.16334 4.03668 3.229 -3.007 -1.766
C -0.44672 1.61600 4.83588 -2.087 -0.131 -2.970
N 0.55049 0.66283 4.20740 -4.380 2.036 -2.681
H 1.47651 -0.69379 0.91487 -0.156 -0.319 2.476
H 2.49948 -0.54796 2.53888 -1.889 -0.937 -0.999
H -1.02871 0.26659 0.72537 0.389 0.680 2.503
H -3.06084 2.99423 0.87856 -0.526 -1.932 1.707
H -3.48818 1.15842 0.76718 0.199 1.772 1.847
H -5.51056 2.76433 1.79330 1.737 -0.783 1.431
H -4.31957 3.15038 3.28733 -1.059 -1.587 -1.946
H -4.76328 0.99702 4.42765 -0.820 0.256 -2.513
H -6.39099 1.21701 3.44461 2.671 -0.247 -0.111
H -5.53291 -1.56149 3.39454 0.518 1.648 -0.746
H -2.56710 2.89171 4.56677 1.957 -1.734 -1.054
H -0.27999 1.98244 5.94364 -0.099 -1.039 -2.567
H 1.37482 0.34857 4.76594 -1.015 0.331 -0.790
C 4.70083 5.76394 -1.20471 -0.096 0.015 0.289
O 3.32242 5.80654 -0.86146 0.121 -0.046 -0.510
C 2.45685 5.78406 -2.00432 -0.457 -0.233 0.363
C 1.68696 4.45618 -2.07175 0.697 0.199 -0.151
N 2.57567 3.34274 -2.41929 -0.360 -0.081 0.315
C 1.95693 2.02306 -2.24642 0.412 0.108 0.108
C 1.55841 1.61168 -0.81429 0.186 -0.302 -0.400
O 2.66973 1.41741 0.06263 -0.596 0.177 0.034
C 3.13823 2.60332 0.69112 0.285 -0.249 0.130
H 5.28292 5.94440 -0.29741 -0.166 0.002 -0.067
H 4.97296 4.77867 -1.59332 0.145 0.051 -0.177
H 4.94980 6.53851 -1.93576 0.028 -0.096 -0.021
H 2.99652 5.98676 -2.93784 0.051 -0.192 0.180
H 1.73613 6.59417 -1.86205 -0.008 -0.032 -0.039
H 0.89753 4.53562 -2.82704 0.065 -0.039 0.033
H 1.21671 4.29634 -1.09684 -0.187 0.188 0.103
H 3.40432 3.38392 -1.83180 -0.147 0.050 -0.206
H 2.68323 1.28979 -2.61650 -0.175 -0.014 0.108
H 1.07916 1.95245 -2.89922 0.007 0.058 0.116
H 1.06516 0.63514 -0.88589 0.053 -0.055 -0.077
H 0.81912 2.28572 -0.36945 0.129 0.209 0.072
H 2.33713 3.32391 0.87771 0.028 0.009 -0.152
H 3.93090 3.05469 0.09366 -0.072 0.246 0.085
H 3.57851 2.32432 1.65322 -0.052 -0.050 -0.087
C -0.61877 -5.79554 -4.52954 -0.214 -0.188 0.191
O -0.41451 -6.29078 -3.21322 0.421 0.312 -0.261
C 0.87849 -5.96748 -2.68458 -0.264 -0.053 0.571
C 0.75394 -4.95265 -1.53778 -0.059 -0.036 -0.638
N 0.35922 -3.63146 -2.03674 -0.053 0.028 0.349
C -0.02509 -2.69453 -0.97430 -0.341 -0.269 -0.425
C -1.27095 -3.04852 -0.13669 -0.064 0.508 -0.284
O -2.49407 -3.01202 -0.87453 0.557 -0.172 0.412
C -2.79956 -4.21478 -1.56798 -0.370 0.180 -0.121
H -1.55222 -6.21752 -4.91056 0.118 -0.003 0.141
H -0.71538 -4.70629 -4.52292 0.111 0.074 -0.189
H 0.19490 -6.09694 -5.19548 -0.014 0.095 -0.003
H 1.56898 -5.61699 -3.46186 -0.232 0.099 0.047
H 1.28814 -6.89719 -2.27990 0.020 0.055 0.020
H 1.71783 -4.86988 -1.02392 -0.067 0.027 -0.026
H 0.01757 -5.34298 -0.82888 0.077 -0.219 0.097
H -0.43119 -3.73755 -2.66722 0.203 0.017 0.117
H -0.21217 -1.73140 -1.46371 -0.070 0.011 0.085
H 0.82941 -2.54534 -0.30410 0.027 -0.189 0.000
H -1.36923 -2.27628 0.63535 -0.110 -0.035 -0.150
H -1.16464 -3.99546 0.40252 -0.001 -0.085 -0.146
H -2.43074 -5.10374 -1.04880 0.099 0.081 -0.066
H -2.40564 -4.17078 -2.58381 0.068 -0.260 -0.040
H -3.88820 -4.29175 -1.64720 0.135 0.080 0.092
```
Positions in Å, forces in eV/Å.

Results
**F_max**: 9.53 eV/Å
**Highest occupied orbital energy**: -10.649 eV
**Charge**: +1
**Kohn-Sham gap**: 5.80 eV

---

The records above yield calculated total energy values of -109645.9038; -1137792.5720; -119077.9704 eV, respectively.